Record 1
{
  "formula": "C25H57FIN5P",
  "method": "the ωB97M-V functional and the def2-TZVPD basis",
  "mol_weight_g_mol": 604.6,
  "homo_lumo_gap_ev": 7.9,
  "charge": 1,
  "homo_ev": -12.01,
  "species": ["C", "C", "C", "N", "C", "N", "I", "P", "N", "N", "C", "N", "C", "C", "F", "H", "H", "H", "H", "H", "H", "H", "H", "H", "H", "H", "H", "H", "H", "H", "C", "C", "C", "C", "C", "C", "H", "H", "H", "H", "H", "H", "H", "H", "H", "H", "H", "H", "H", "H", "C", "C", "C", "C", "C", "C", "H", "H", "H", "H", "H", "H", "H", "H", "H", "H", "H", "H", "H", "H", "C", "C", "C", "C", "C", "C", "H", "H", "H", "H", "H", "H", "H", "H", "H", "H", "H", "H", "H", "H"],
  "positions_angstrom": [[5.75950, 4.03713, 0.37149], [4.78459, 4.72794, -0.60769], [3.73726, 5.67868, 0.12182], [2.49297, 5.68703, -0.64974], [1.39330, 4.89120, -0.82415], [1.16224, 3.69827, -0.25993], [2.32261, 2.60332, 1.00381], [-0.39481, 2.94837, -0.73627], [-1.63191, 3.82092, -0.37198], [0.51700, 5.45106, -1.67303], [1.04280, 6.60992, -2.08724], [2.22530, 6.72020, -1.47379], [3.01954, 7.90748, -1.78807], [2.98342, 9.01625, -0.69133], [4.32851, 7.60677, -2.11735], [6.43953, 4.76909, 0.83791], [5.24975, 3.41282, 1.12302], [6.38490, 3.34249, -0.22557], [5.31185, 5.35785, -1.34477], [4.16260, 3.99454, -1.16022], [3.57328, 5.36584, 1.16794], [4.23813, 6.65838, 0.18658], [-0.26974, 2.63068, -2.10812], [-0.52967, 1.70712, -0.05163], [-2.24744, 3.33534, 0.27828], [0.60003, 7.31340, -2.79013], [2.56522, 8.35842, -2.68747], [3.96982, 9.51720, -0.65880], [2.26634, 9.79046, -1.01841], [2.75144, 8.62612, 0.31174], [-2.55278, 0.96569, 2.73001], [-3.14513, 0.01095, 1.69663], [-4.53826, 0.42286, 1.22294], [-5.61411, 0.44435, 2.31119], [-5.81565, -0.87947, 3.04758], [-6.28309, -2.01012, 2.13782], [-3.15103, 0.99669, 3.64115], [-1.54556, 0.64491, 3.00674], [-2.48555, 1.98062, 2.32664], [-3.16298, -1.00436, 2.10147], [-2.47851, -0.01924, 0.82716], [-4.84876, -0.24862, 0.41732], [-4.48147, 1.42140, 0.77463], [-6.56164, 0.74450, 1.85292], [-5.37729, 1.22198, 3.04372], [-6.56606, -0.72859, 3.82852], [-4.89624, -1.17666, 3.56036], [-7.22417, -1.75230, 1.64719], [-6.44497, -2.91910, 2.72027], [-5.54379, -2.23967, 1.36769], [-3.45280, -4.75892, -0.01792], [-4.44589, -5.23724, -1.07074], [-5.79212, -5.66135, -0.48501], [-5.73980, -6.84698, 0.48133], [-5.13638, -8.12761, -0.09473], [-5.92719, -8.69256, -1.26992], [-3.20255, -5.55055, 0.69037], [-2.52405, -4.43583, -0.49339], [-3.85812, -3.91130, 0.54061], [-4.00441, -6.05532, -1.64690], [-4.61945, -4.42289, -1.78066], [-6.47530, -5.89275, -1.30732], [-6.23487, -4.80857, 0.04118], [-6.75805, -7.05714, 0.82436], [-5.17581, -6.56390, 1.37544], [-5.10605, -8.88102, 0.69768], [-4.09870, -7.95944, -0.39692], [-6.95739, -8.90827, -0.97836], [-5.47512, -9.62315, -1.61822], [-5.94626, -8.00085, -2.11409], [3.89827, -0.77592, 0.60735], [5.29946, -0.33834, 0.19379], [5.55612, -0.46924, -1.30656], [5.47694, -1.89482, -1.85734], [6.42569, -2.89717, -1.20065], [7.89825, -2.54909, -1.39090], [3.72409, -1.83125, 0.39556], [3.75754, -0.62834, 1.68197], [3.13940, -0.19061, 0.08305], [6.04244, -0.90522, 0.76042], [5.43559, 0.71190, 0.47716], [6.53874, -0.04545, -1.53402], [4.83052, 0.15008, -1.84709], [5.68381, -1.86099, -2.93161], [4.45200, -2.26617, -1.76213], [6.24225, -3.88214, -1.63824], [6.20508, -2.99077, -0.13343], [8.15116, -2.49251, -2.45181], [8.52969, -3.31388, -0.93583], [8.15189, -1.59460, -0.92539]],
  "lowdin_charge": [-0.12, -0.23, -0.13, 0.06, -0.45, -0.62, 1.10, 0.65, -0.27, 0.15, 0.00, 0.00, -0.30, 0.01, 0.03, 0.09, 0.02, 0.08, 0.11, 0.09, 0.10, 0.13, 0.02, 0.00, -0.04, 0.17, 0.15, 0.10, 0.09, 0.09, -0.11, -0.27, -0.23, -0.23, -0.27, -0.11, 0.07, 0.07, 0.06, 0.10, 0.09, 0.10, 0.10, 0.11, 0.10, 0.11, 0.10, 0.08, 0.07, 0.05, -0.11, -0.27, -0.23, -0.23, -0.27, -0.11, 0.07, 0.07, 0.06, 0.10, 0.10, 0.10, 0.10, 0.11, 0.10, 0.10, 0.10, 0.08, 0.07, 0.06, -0.14, -0.27, -0.23, -0.23, -0.27, -0.11, 0.07, 0.07, 0.01, 0.11, 0.08, 0.10, 0.11, 0.11, 0.10, 0.11, 0.10, 0.08, 0.07, 0.06]
}

Record 2
{
  "formula": "C25H57N14O2P2S2",
  "method": "the ωB97M-V functional and the def2-TZVPD basis",
  "mol_weight_g_mol": 711.9,
  "homo_lumo_gap_ev": 7.7,
  "charge": 1,
  "homo_ev": -10.18,
  "species": ["C", "N", "C", "N", "C", "N", "C", "N", "C", "C", "C", "S", "C", "S", "N", "C", "C", "N", "C", "N", "C", "C", "N", "H", "H", "H", "H", "H", "H", "H", "H", "H", "H", "H", "H", "H", "H", "H", "H", "H", "H", "H", "H", "H", "O", "P", "N", "C", "C", "N", "C", "C", "N", "C", "C", "H", "H", "H", "H", "H", "H", "H", "H", "H", "H", "H", "H", "H", "H", "H", "H", "H", "H", "O", "P", "N", "C", "C", "N", "C", "C", "N", "C", "C", "H", "H", "H", "H", "H", "H", "H", "H", "H", "H", "H", "H", "H", "H", "H", "H", "H", "H"],
  "positions_angstrom": [[0.62121, -4.45386, -1.56689], [0.58214, -3.49580, -2.67958], [-0.75497, -3.03967, -2.99906], [-0.87184, -1.59188, -3.15688], [-1.36324, -1.00223, -4.24200], [-1.39397, 0.31334, -4.11318], [-0.88919, 0.54510, -2.89084], [-0.77138, 1.78305, -2.40857], [-0.18722, 2.21522, -1.14515], [-1.13781, 2.18192, 0.07944], [-0.27004, 1.96360, 1.34938], [-0.73479, 3.07701, 2.70879], [-0.57242, 2.09179, 4.16127], [-1.34646, 2.53199, 5.49638], [0.25071, 0.94765, 4.06181], [1.62394, 0.88556, 4.11806], [1.96696, -0.41456, 3.95293], [0.82638, -1.17923, 3.80895], [-0.16103, -0.34516, 3.87670], [-0.54180, -0.60113, -2.26503], [-0.01288, -0.89990, -0.95573], [1.49034, -0.76442, -0.79339], [1.89783, -0.86985, 0.39317], [1.66573, -4.64707, -1.33795], [0.11818, -4.08603, -0.66292], [0.13337, -5.36991, -1.89501], [1.21949, -2.73126, -2.51244], [-1.47855, -3.39298, -2.25498], [-1.06762, -3.45934, -3.95665], [-1.71734, -1.54757, -5.10317], [-1.13446, 2.50006, -3.01543], [0.08184, 3.26254, -1.28998], [0.75284, 1.71094, -0.92541], [-1.68342, 3.11791, 0.16289], [-1.78422, 1.31362, -0.04728], [0.79654, 2.08179, 1.15357], [-0.38861, 0.93490, 1.68854], [2.27480, 1.73510, 4.23896], [2.97361, -0.80013, 3.93993], [-1.19187, -0.64755, 3.77547], [-0.45392, -0.26393, -0.19242], [-0.26900, -1.91791, -0.66330], [2.15915, -0.56638, -1.63816], [2.91159, -0.77423, 0.44339], [4.95872, 1.14346, 5.01714], [6.21714, 0.80985, 4.28866], [5.60201, 0.44458, 2.71996], [6.29629, -0.30888, 1.69272], [4.83466, 1.52318, 2.11647], [6.66728, -0.62926, 5.11577], [6.85684, -1.89086, 4.42489], [5.98967, -0.86609, 6.38963], [7.84542, 1.12451, 3.79404], [8.91206, 0.89894, 4.79460], [7.98740, 2.54356, 3.36446], [7.15767, 0.22031, 1.26493], [5.60045, -0.51591, 0.87349], [6.62776, -1.27991, 2.04160], [5.45940, 2.28567, 1.63068], [4.22141, 2.02062, 2.86591], [4.14850, 1.12885, 1.35940], [5.93098, -2.26740, 3.96967], [7.21776, -2.64463, 5.12725], [7.63511, -1.81750, 3.66296], [4.97780, -1.26628, 6.25532], [5.91817, 0.04616, 6.97442], [6.56588, -1.58353, 6.97777], [8.71844, 1.41006, 5.74006], [9.85435, 1.26915, 4.38786], [9.05699, -0.15655, 4.99496], [7.81270, 3.23936, 4.18931], [7.28297, 2.78223, 2.56652], [8.98724, 2.71828, 2.97134], [-5.18186, -0.74772, -4.99087], [-6.22029, -0.00300, -4.21542], [-5.66929, -0.25669, -2.60182], [-6.46318, -0.09902, -1.39531], [-4.30929, 0.19185, -2.37272], [-7.59759, -0.97230, -4.54961], [-8.38045, -1.59132, -3.49463], [-7.46411, -1.90239, -5.66911], [-7.19017, 1.38998, -3.87721], [-8.33991, 1.64848, -4.77292], [-6.35683, 2.62250, -3.92433], [-6.72346, 0.94434, -1.17513], [-5.89404, -0.48260, -0.54499], [-7.37472, -0.68388, -1.41954], [-4.23719, 1.27183, -2.16931], [-3.68899, -0.03027, -3.23729], [-3.86706, -0.33789, -1.51932], [-7.80966, -2.33773, -2.92778], [-9.25108, -2.08819, -3.92638], [-8.78949, -0.84659, -2.80981], [-6.90362, -2.80429, -5.39623], [-6.96572, -1.43528, -6.51353], [-8.45684, -2.20620, -6.00713], [-8.05926, 1.65436, -5.82828], [-8.76422, 2.62178, -4.52216], [-9.13114, 0.92183, -4.62882], [-5.95532, 2.80646, -4.92464], [-5.51758, 2.55224, -3.23047], [-6.94729, 3.48658, -3.62529]],
  "lowdin_charge": [-0.10, -0.09, -0.15, 0.00, -0.06, 0.18, -0.32, 0.12, -0.17, -0.21, -0.47, 0.93, -1.13, 0.76, -0.17, -0.07, -0.14, 0.07, -0.21, 0.07, -0.09, -0.22, 0.16, 0.09, 0.08, 0.09, 0.08, 0.14, 0.14, 0.16, 0.16, 0.14, 0.10, 0.10, 0.10, 0.07, 0.06, 0.11, 0.09, 0.13, 0.10, 0.12, 0.13, 0.06, -0.30, 0.66, -0.29, -0.13, -0.15, -0.33, -0.14, -0.13, -0.27, -0.12, -0.12, 0.09, 0.07, 0.05, 0.07, 0.06, 0.06, 0.08, 0.08, 0.07, 0.08, 0.07, 0.08, 0.09, 0.08, 0.07, 0.09, 0.06, 0.08, -0.31, 0.66, -0.29, -0.12, -0.17, -0.33, -0.14, -0.13, -0.27, -0.11, -0.12, 0.09, 0.08, 0.05, 0.07, 0.04, 0.08, 0.09, 0.08, 0.07, 0.08, 0.07, 0.08, 0.09, 0.08, 0.07, 0.09, 0.06, 0.08]
}